# 1
{
  "formula": "C2H10N2O3",
  "method": "the ωB97M-V functional and the def2-TZVPD basis",
  "charge": 0,
  "molar_mass_da": 110.1,
  "de_lowest_kcal_mol": 40.2,
  "energy_ha": -417.40943,
  "species": ["N", "C", "N", "C", "O", "H", "H", "H", "H", "H", "H", "O", "H", "H", "O", "H", "H"],
  "coordinates": [[-1.40685, -1.82417, 1.51946], [-0.50169, -0.71500, 1.65536], [0.02098, -0.16752, 0.39262], [0.14623, 1.17135, 0.17507], [-0.54763, 2.03458, 0.65439], [-1.49154, -2.18629, 0.56920], [-2.38362, -1.61531, 1.71937], [0.43070, -1.19925, 2.07982], [-0.88889, 0.10695, 2.25593], [0.62077, -0.74858, -0.17241], [0.97227, 1.29376, -0.53554], [-1.32564, -0.53876, -2.36388], [-2.18206, -0.24858, -2.02436], [-1.13196, -1.18353, -1.67521], [3.39137, 2.24310, -1.57437], [3.76850, 1.36492, -1.48396], [2.50906, 2.21233, -1.19150]]
}

# 2
{
  "formula": "C2H4NOS2",
  "method": "the ωB97M-V functional and the def2-TZVPD basis",
  "charge": -1,
  "molar_mass_da": 122.2,
  "de_lowest_kcal_mol": 7.9,
  "energy_ha": -1005.00466,
  "species": ["C", "C", "N", "O", "S", "S", "H", "H", "H", "H"],
  "coordinates": [[1.54677, 1.81364, -0.37808], [0.69906, -0.52245, -0.51505], [1.57994, 0.62227, -0.38423], [1.88984, 2.94036, -0.33817], [-1.83257, 2.19087, 0.59061], [-2.30760, 0.66310, -0.66040], [0.98749, -0.88239, -1.56354], [0.95125, -1.32142, 0.28429], [-0.45507, -0.40889, -0.50918], [-3.06322, 2.86096, 0.81988]]
}

# 3
{
  "formula": "C4H9N2O",
  "method": "the ωB97M-V functional and the def2-TZVPD basis",
  "charge": 1,
  "molar_mass_da": 101.1,
  "de_lowest_kcal_mol": 187.1,
  "energy_ha": -342.05907,
  "species": ["C", "C", "C", "C", "N", "N", "O", "H", "H", "H", "H", "H", "H", "H", "H", "H"],
  "coordinates": [[-1.19739, -0.77514, -0.11813], [0.25462, -1.30090, 0.00558], [-1.13030, 0.68157, 0.25091], [1.06770, -0.11744, -0.15054], [3.89381, -0.18744, 0.11512], [0.25768, 1.09183, -0.18185], [2.44144, 0.25477, -0.06430], [-1.39263, -0.98562, -1.09942], [-1.99353, -1.43117, 0.48338], [0.22674, -1.85086, 0.92184], [0.65817, -2.17644, -0.69787], [-1.82984, 1.22642, -0.23249], [-1.18715, 0.77118, 1.26917], [4.20382, 0.63316, -0.39120], [0.07177, 1.55775, -1.03542], [0.63728, 1.83782, 0.32330]]
}

# 4
{
  "formula": "C17H17N5O4S",
  "method": "the ωB97M-V functional and the def2-TZVPD basis",
  "charge": 0,
  "molar_mass_da": 387.4,
  "de_lowest_kcal_mol": 0.0,
  "energy_ha": -1630.93394,
  "species": ["H", "N", "C", "N", "C", "C", "C", "C", "C", "O", "N", "C", "S", "C", "C", "N", "C", "C", "N", "C", "C", "C", "O", "O", "C", "O", "C", "C", "H", "H", "H", "H", "H", "H", "H", "H", "H", "H", "H", "H", "H", "H", "H", "H"],
  "coordinates": [[0.99078, -2.97719, 7.78438], [-0.01342, -2.82204, 7.94799], [-0.80418, -2.69582, 6.97090], [-2.07296, -2.95271, 7.29440], [-0.46722, -2.40248, 5.57958], [-1.11742, -1.41356, 4.90663], [-0.79266, -1.17224, 3.52897], [0.23679, -1.90660, 2.85760], [0.47141, -1.79091, 1.35770], [1.06451, -2.61781, 0.76585], [-0.06171, -0.60983, 0.76522], [0.32245, -0.09075, -0.44254], [1.49439, -0.73491, -1.59965], [1.31528, 0.69276, -2.57914], [0.37502, 1.50776, -2.09285], [-0.21611, 1.08398, -0.93454], [-1.07914, 1.97400, -0.12246], [0.26856, 2.71893, -2.95370], [1.13709, 2.44305, -4.10017], [1.11759, 3.11457, -5.41322], [0.61806, 2.12471, -6.54925], [-0.55890, 1.16309, -6.18069], [-1.56588, 1.76088, -5.81387], [-0.38373, -0.22235, -6.26885], [1.80378, 1.24919, -3.83192], [2.76459, 0.92445, -4.46167], [0.81039, -2.89667, 3.56475], [0.56297, -3.14666, 4.89942], [-2.79134, -2.71458, 6.63052], [-2.18547, -2.95693, 8.30002], [-1.84605, -0.84411, 5.41474], [-1.41206, -0.52683, 2.92581], [-0.48051, 2.38559, 0.73694], [-1.43339, 2.83415, -0.70158], [-1.84436, 1.36485, 0.38351], [0.63048, 3.65873, -2.54233], [-0.73459, 2.86738, -3.28426], [2.14190, 3.35817, -5.65666], [0.46091, 3.93680, -5.38442], [1.49083, 1.53250, -6.81936], [0.20689, 2.73381, -7.35286], [-1.22328, -0.60157, -6.04089], [1.57409, -3.53935, 3.07809], [1.22565, -3.79344, 5.43387]]
}

# 5
{
  "formula": "C43H44N2OP2ReS2Te",
  "method": "the ωB97M-V functional and the def2-TZVPD basis",
  "charge": 4,
  "s_squared": 0.7559,
  "molar_mass_da": 1044.7,
  "de_lowest_kcal_mol": 0.0,
  "energy_ha": -3673.65295,
  "multiplicity": 2,
  "species": ["Re", "O", "S", "C", "C", "C", "C", "C", "C", "P", "C", "C", "C", "C", "C", "C", "C", "C", "C", "C", "C", "C", "C", "C", "C", "C", "C", "C", "P", "C", "C", "C", "C", "C", "C", "C", "C", "C", "C", "C", "C", "H", "H", "H", "H", "H", "H", "H", "H", "H", "H", "H", "H", "H", "H", "H", "H", "H", "H", "H", "H", "H", "H", "H", "H", "H", "H", "H", "H", "C", "Te", "C", "H", "H", "H", "H", "H", "H", "N", "C", "C", "N", "C", "H", "H", "H", "H", "C", "S", "C", "H", "H", "H", "H", "H", "H"],
  "coordinates": [[-0.06435, 1.03069, 0.61229], [-2.16453, 3.10442, -0.94818], [-1.71928, 1.74002, -1.02646], [-1.03289, 1.51366, -2.69379], [-1.78848, 1.87870, -3.79453], [-1.24253, 1.78484, -5.06636], [0.05094, 1.31547, -5.23477], [0.81051, 0.96376, -4.13169], [0.28411, 1.07861, -2.84095], [1.38953, 0.91161, -1.40415], [2.41586, -0.53020, -1.74985], [1.95485, -1.65227, -2.56713], [2.93137, -2.68788, -2.84279], [4.15399, -2.70128, -2.23628], [4.52254, -1.66783, -1.35500], [3.66438, -0.60378, -1.13874], [2.53475, 2.33318, -1.44808], [3.14279, 2.73950, -2.63562], [4.07306, 3.76548, -2.60921], [4.39910, 4.39329, -1.41616], [3.77159, 4.01273, -0.23972], [2.84113, 2.98978, -0.25557], [-3.18569, 0.68143, -0.99353], [-4.33246, 1.04376, -1.68074], [-5.45044, 0.22317, -1.62037], [-5.41795, -0.93707, -0.86195], [-4.28531, -1.27175, -0.13719], [-3.15052, -0.45741, -0.19104], [-1.76047, -0.70477, 0.96231], [-1.67066, -2.52007, 1.12416], [-1.99108, -3.37442, 0.03962], [-2.01947, -4.75544, 0.24914], [-1.66237, -5.29543, 1.47397], [-1.30644, -4.45442, 2.52078], [-1.31655, -3.07724, 2.34856], [-2.44249, -0.15433, 2.56381], [-3.74182, -0.44075, 2.97445], [-4.17934, -0.00537, 4.21349], [-3.33699, 0.71771, 5.04723], [-2.04454, 1.01761, 4.63874], [-1.60386, 0.58362, 3.40366], [-2.78734, 2.26126, -3.66746], [-1.82565, 2.08504, -5.92242], [0.47986, 1.24683, -6.22324], [1.82464, 0.61753, -4.27081], [1.36227, -1.37914, -3.44400], [2.69090, -3.43949, -3.58301], [4.86890, -3.47731, -2.47024], [5.49441, -1.68803, -0.88442], [3.99717, 0.22295, -0.52926], [2.90090, 2.27764, -3.57839], [4.54622, 4.07453, -3.52877], [5.13200, 5.18458, -1.40518], [4.00541, 4.51194, 0.68897], [2.33672, 2.69775, 0.65464], [-4.37415, 1.97295, -2.22584], [-6.34876, 0.50072, -2.15144], [-6.29118, -1.56747, -0.80570], [-4.28757, -2.16306, 0.47372], [-2.48318, -2.97016, -0.84535], [-2.38420, -5.40240, -0.53166], [-1.70879, -6.36252, 1.63273], [-1.05618, -4.87219, 3.48271], [-1.10174, -2.43585, 3.19332], [-4.41181, -1.00004, 2.34338], [-5.18811, -0.22825, 4.52683], [-3.68698, 1.05372, 6.01143], [-1.38906, 1.58258, 5.28460], [-0.58079, 0.78862, 3.08215], [-0.00251, -4.32389, -2.59124], [0.18550, -2.57572, -1.37861], [1.44648, -3.49442, 0.05761], [0.62798, -5.11178, -2.17633], [0.30493, -4.08509, -3.60801], [-1.03813, -4.65575, -2.61296], [0.86149, -4.22174, 0.62124], [1.83157, -2.73609, 0.73266], [2.26008, -3.99356, -0.46781], [-0.29085, 5.09683, 1.99225], [0.35398, 4.56703, 3.06565], [0.63730, 3.27766, 2.73358], [0.15898, 3.02170, 1.46937], [-0.39086, 4.16020, 1.05211], [-0.65312, 6.04069, 1.93639], [0.55860, 5.11905, 3.96140], [1.14692, 2.54181, 3.32530], [-0.86827, 4.31781, 0.10272], [1.66146, -0.76258, 3.65067], [2.03716, -0.20748, 1.95760], [3.43415, 0.86673, 2.40442], [2.52742, -1.32471, 3.99414], [0.79450, -1.41215, 3.62778], [1.49248, 0.08228, 4.31126], [3.13894, 1.60513, 3.14270], [3.81205, 1.35768, 1.51647], [4.20788, 0.22626, 2.81999]]
}

# 6
{
  "formula": "C34H40N9O4ReS",
  "method": "the ωB97M-V functional and the def2-TZVPD basis",
  "charge": 3,
  "s_squared": 0.7831,
  "molar_mass_da": 857.0,
  "de_lowest_kcal_mol": 0.0,
  "energy_ha": -2589.02673,
  "multiplicity": 2,
  "species": ["Re", "C", "C", "C", "C", "C", "C", "C", "S", "O", "O", "N", "C", "C", "C", "C", "C", "N", "H", "H", "H", "H", "H", "H", "H", "H", "H", "H", "H", "C", "N", "C", "C", "O", "N", "C", "N", "H", "H", "H", "H", "H", "H", "H", "C", "C", "C", "C", "C", "N", "H", "H", "H", "H", "H", "H", "H", "H", "H", "C", "C", "C", "C", "C", "N", "C", "O", "N", "C", "C", "C", "C", "N", "C", "C", "C", "H", "H", "H", "H", "H", "H", "H", "H", "H", "H", "H", "H", "H"],
  "coordinates": [[-0.15491, 0.10913, 0.57240], [-3.02553, -6.33490, -3.40050], [-2.74635, -4.92312, -2.99072], [-3.79426, -4.02841, -2.75086], [-3.54352, -2.71066, -2.42746], [-2.21956, -2.28593, -2.32415], [-1.15198, -3.15365, -2.55446], [-1.42750, -4.46362, -2.88519], [-1.90090, -0.62905, -1.97662], [-3.00881, 0.20703, -2.29133], [-0.55575, -0.27806, -2.33450], [-1.74756, -0.51551, -0.22490], [-2.68181, -0.29606, 0.81058], [-4.03610, -0.48498, 0.90991], [-4.61198, -0.10576, 2.12397], [-3.83604, 0.43763, 3.13648], [-2.47383, 0.61638, 2.93829], [-1.91703, 0.25102, 1.78705], [-4.03068, -6.64328, -3.12203], [-2.30729, -7.02528, -2.96057], [-2.93880, -6.42416, -4.48589], [-4.81671, -4.36894, -2.84714], [-4.35726, -2.00862, -2.30019], [-0.13446, -2.78863, -2.50577], [-0.61203, -5.14476, -3.09197], [-4.61465, -0.89403, 0.09440], [-5.67580, -0.23508, 2.27320], [-4.28023, 0.73120, 4.07675], [-1.83231, 1.04926, 3.69340], [5.22748, 1.70943, 2.30667], [3.98051, 1.16705, 1.77916], [3.92465, 0.31659, 0.59332], [2.44081, 0.19104, 0.45635], [1.71618, -0.31833, -0.42568], [1.80032, 0.79221, 1.46342], [2.76276, 1.39980, 2.23378], [2.46381, 2.11703, 3.29881], [5.64868, 1.05340, 3.06737], [5.05758, 2.70510, 2.71340], [5.92400, 1.81274, 1.47924], [4.40588, -0.65203, 0.75029], [4.37735, 0.80526, -0.27903], [1.50353, 2.35004, 3.48620], [3.17321, 2.62380, 3.80450], [0.22948, -5.11722, 1.49191], [0.76133, -4.07679, 2.49747], [2.28782, -4.19238, 2.65708], [0.04743, -4.19926, 3.85229], [0.46919, -2.75218, 1.94425], [0.24188, -1.71470, 1.50568], [0.42591, -6.10765, 1.90055], [0.73476, -5.03704, 0.52937], [-0.84534, -5.01692, 1.34390], [2.51097, -5.18907, 3.03568], [2.67007, -3.46616, 3.37434], [2.80101, -4.07089, 1.70341], [0.28477, -5.17726, 4.26872], [-1.03430, -4.13044, 3.74183], [0.38739, -3.43954, 4.55579], [7.93585, -0.53209, -1.20473], [6.81714, 0.46722, -1.27499], [5.79178, 0.33698, -2.20946], [4.78976, 1.29126, -2.31455], [4.80485, 2.40083, -1.47950], [3.76751, 3.36868, -1.61167], [3.11313, 3.90007, -0.57388], [3.34099, 3.66718, 0.59795], [1.98678, 4.71117, -0.99011], [0.76314, 4.09959, -0.77644], [-0.46030, 4.76595, -0.87930], [-1.62670, 4.07017, -0.60792], [-1.56935, 2.74592, -0.21210], [-0.39154, 2.09958, -0.12734], [0.72932, 2.75987, -0.44375], [5.81752, 2.55659, -0.54330], [6.80574, 1.58935, -0.44537], [7.63700, -1.49596, -1.61247], [8.28039, -0.67718, -0.18143], [8.78926, -0.17963, -1.78698], [5.78526, -0.51421, -2.87824], [4.00541, 1.17881, -3.05345], [3.48660, 3.66211, -2.53575], [2.04067, 5.66064, -0.63958], [-0.49359, 5.81135, -1.15986], [-2.58878, 4.55476, -0.69098], [-2.46906, 2.19528, 0.01883], [1.64506, 2.19809, -0.40011], [5.84524, 3.43812, 0.08518], [7.61235, 1.72943, 0.26584]]
}